[1]
{
  "formula": "C20H24N6O3",
  "method": "wB97M-V/def2-TZVPD",
  "species": ["C", "N", "C", "O", "C", "C", "C", "C", "N", "C", "N", "N", "C", "O", "C", "C", "C", "C", "N", "C", "C", "C", "C", "C", "C", "N", "C", "C", "O", "H", "H", "H", "H", "H", "H", "H", "H", "H", "H", "H", "H", "H", "H", "H", "H", "H", "H", "H", "H", "H", "H", "H", "H"],
  "positions_angstrom": [[3.030, -3.189, 0.194], [2.622, -2.004, 0.838], [1.409, -1.458, 0.606], [0.635, -1.848, -0.165], [1.077, -0.389, 1.463], [1.788, 1.067, 1.133], [3.244, 1.226, 1.374], [4.227, 1.762, 0.525], [5.453, 1.527, 1.151], [5.196, 0.816, 2.231], [3.945, 0.547, 2.466], [-0.296, -0.135, 1.791], [-1.396, 0.219, 1.275], [-2.303, 0.693, 2.048], [-1.712, 0.212, -0.250], [-2.941, -0.659, -0.562], [-3.242, -1.073, -1.976], [-2.258, -1.364, -2.885], [-2.819, -1.889, -4.040], [-4.248, -1.821, -3.967], [-5.353, -2.163, -4.859], [-6.681, -2.159, -4.265], [-6.886, -1.870, -2.916], [-5.806, -1.628, -2.059], [-4.519, -1.466, -2.575], [-2.042, 1.504, -0.845], [-1.301, 2.410, -1.466], [-1.974, 3.623, -2.118], [-0.095, 2.401, -1.662], [2.233, -3.872, 0.043], [3.764, -3.680, 0.808], [3.442, -2.889, -0.752], [3.210, -1.599, 1.512], [1.428, -0.878, 2.378], [1.458, 1.422, 0.186], [1.509, 1.877, 1.829], [3.954, 2.312, -0.354], [6.167, 2.296, 1.121], [6.022, 0.811, 2.990], [-0.425, 0.116, 2.750], [-0.842, -0.009, -0.628], [-2.595, -1.603, -0.147], [-3.822, -0.313, 0.010], [-1.194, -1.173, -2.663], [-2.374, -2.285, -4.866], [-5.287, -2.572, -5.904], [-7.546, -2.377, -4.889], [-7.897, -1.833, -2.544], [-5.912, -1.432, -0.990], [-2.981, 1.872, -0.567], [-1.299, 4.426, -2.318], [-2.303, 3.500, -3.158], [-2.803, 3.928, -1.561]],
  "nbo_charge": [-0.409, -0.615, 0.650, -0.608, -0.117, -0.448, 0.103, -0.130, -0.537, 0.198, -0.505, -0.570, 0.677, -0.689, -0.096, -0.416, -0.097, -0.024, -0.550, 0.153, -0.263, -0.213, -0.245, -0.195, -0.079, -0.592, 0.682, -0.701, -0.664, 0.216, 0.203, 0.194, 0.411, 0.236, 0.261, 0.238, 0.234, 0.425, 0.193, 0.418, 0.219, 0.230, 0.235, 0.233, 0.416, 0.223, 0.212, 0.213, 0.212, 0.402, 0.237, 0.235, 0.202],
  "smiles": "CNC(=O)[C@@H](Cc1c[nH]cn1)NC(=O)[C@@H](Cc1c[nH]c2ccccc12)NC(C)=O",
  "e_lumo_ev": 0.531,
  "de_lowest_kcal_mol": 125.85
}

[2]
{
  "formula": "C20H24O5",
  "method": "wB97M-V/def2-TZVPD",
  "species": ["C", "C", "C", "C", "C", "C", "C", "C", "C", "O", "C", "C", "O", "C", "O", "C", "C", "C", "C", "C", "C", "O", "C", "C", "O", "H", "H", "H", "H", "H", "H", "H", "H", "H", "H", "H", "H", "H", "H", "H", "H", "H", "H", "H", "H", "H", "H", "H", "H"],
  "positions_angstrom": [[-6.480, -0.654, -1.201], [-5.711, -0.256, 0.053], [-4.289, 0.195, -0.280], [-3.530, 0.598, 0.980], [-2.127, 1.071, 0.755], [-1.481, 1.147, -0.426], [-0.115, 1.593, -0.507], [0.579, 1.715, -1.674], [1.956, 2.120, -1.707], [2.563, 2.495, -2.685], [2.688, 1.928, -0.338], [4.101, 2.487, -0.349], [2.725, 0.486, -0.228], [2.669, -0.042, 0.986], [2.513, 0.611, 1.991], [2.739, -1.546, 0.955], [3.874, -2.115, 0.091], [3.354, -3.462, -0.448], [1.899, -3.578, 0.027], [1.477, -2.141, 0.313], [1.836, 2.536, 0.770], [2.176, 3.476, 1.442], [0.456, 1.984, 0.764], [-0.282, 1.907, 1.887], [-1.537, 1.437, 1.925], [-5.981, -1.474, -1.711], [-7.488, -0.971, -0.946], [-6.549, 0.186, -1.889], [-6.239, 0.555, 0.559], [-5.671, -1.105, 0.738], [-4.336, 1.042, -0.966], [-3.764, -0.621, -0.780], [-3.491, -0.247, 1.674], [-4.071, 1.397, 1.496], [-1.976, 0.857, -1.336], [0.092, 1.546, -2.622], [4.051, 3.570, -0.409], [4.639, 2.104, -1.212], [4.614, 2.206, 0.567], [2.823, -1.893, 1.988], [4.078, -1.432, -0.732], [4.788, -2.231, 0.671], [3.952, -4.296, -0.084], [3.401, -3.473, -1.537], [1.260, -4.055, -0.714], [1.848, -4.162, 0.947], [0.607, -2.074, 0.965], [1.264, -1.614, -0.619], [0.098, 2.194, 2.856]],
  "nbo_charge": [-0.600, -0.387, -0.397, -0.439, 0.393, -0.319, 0.068, -0.390, 0.547, -0.534, 0.052, -0.624, -0.503, 0.834, -0.592, -0.323, -0.400, -0.406, -0.400, -0.389, 0.602, -0.518, -0.265, 0.262, -0.436, 0.202, 0.212, 0.203, 0.197, 0.196, 0.203, 0.202, 0.226, 0.227, 0.233, 0.224, 0.240, 0.234, 0.224, 0.226, 0.223, 0.215, 0.210, 0.208, 0.214, 0.198, 0.214, 0.212, 0.222],
  "smiles": "CCCCC1=CC2=CC(=O)[C@](C)(OC(=O)C3CCCC3)C(=O)C2=CO1",
  "e_lumo_ev": -0.074,
  "de_lowest_kcal_mol": 0.16
}

[3]
{
  "formula": "C20H25AsMnN3PSe2",
  "method": "wB97M-V/def2-TZVPD",
  "species": ["Mn", "Se", "P", "Se", "C", "C", "C", "C", "C", "C", "C", "C", "C", "C", "C", "C", "H", "H", "H", "H", "H", "H", "H", "H", "H", "H", "N", "C", "N", "C", "N", "C", "C", "As", "C", "C", "C", "C", "H", "H", "H", "H", "H", "H", "H", "H", "H", "H", "H", "H", "H", "H", "H"],
  "positions_angstrom": [[-0.154, -0.203, 0.191], [-1.845, 0.975, -0.995], [-0.759, 0.173, -2.742], [0.939, -0.864, -1.855], [-1.843, -0.937, -3.639], [-1.415, -2.212, -3.992], [-2.257, -3.034, -4.730], [-3.514, -2.585, -5.104], [-3.942, -1.311, -4.746], [-3.110, -0.483, -4.012], [-0.257, 1.485, -3.851], [0.961, 1.393, -4.519], [1.296, 2.358, -5.459], [0.424, 3.406, -5.722], [-0.786, 3.500, -5.045], [-1.130, 2.541, -4.107], [-0.436, -2.564, -3.694], [-1.931, -4.028, -5.006], [-4.168, -3.230, -5.676], [-4.925, -0.965, -5.038], [-3.451, 0.506, -3.726], [1.647, 0.582, -4.310], [2.241, 2.293, -5.982], [0.690, 4.158, -6.455], [-1.459, 4.324, -5.246], [-2.067, 2.626, -3.567], [0.941, -1.272, 1.219], [1.864, -1.935, 1.584], [2.752, -2.590, 2.092], [3.844, -3.265, 1.764], [4.815, -3.842, 1.534], [-3.176, 0.496, 3.038], [-2.302, 1.698, 2.673], [-0.516, 1.143, 2.174], [0.436, 2.751, 1.583], [0.973, 3.646, 2.695], [0.362, 0.560, 3.798], [-0.122, 1.281, 5.053], [-4.188, 0.820, 3.279], [-2.786, -0.040, 3.903], [-3.245, -0.212, 2.212], [-2.211, 2.403, 3.497], [-2.707, 2.235, 1.817], [-0.267, 3.281, 0.944], [1.241, 2.407, 0.942], [0.171, 4.029, 3.325], [1.483, 4.504, 2.257], [1.689, 3.129, 3.331], [1.424, 0.719, 3.621], [0.214, -0.515, 3.866], [-0.141, 2.363, 4.936], [0.554, 1.056, 5.880], [-1.119, 0.954, 5.345]],
  "nbo_charge": [1.060, -0.345, 1.075, -0.299, -0.471, -0.173, -0.195, -0.164, -0.212, -0.124, -0.363, -0.197, -0.194, -0.165, -0.197, -0.205, 0.234, 0.233, 0.232, 0.231, 0.212, 0.232, 0.234, 0.232, 0.232, 0.222, -0.851, 0.720, -0.575, 0.412, -0.333, -0.620, -0.707, 1.020, -0.695, -0.620, -0.703, -0.625, 0.239, 0.215, 0.213, 0.243, 0.239, 0.242, 0.229, 0.212, 0.238, 0.215, 0.244, 0.250, 0.211, 0.243, 0.217],
  "s_squared": 6.129,
  "multiplicity": 5,
  "e_lumo_ev": [-4.766, -3.777],
  "total_charge": 1
}

[4]
{
  "formula": "C20H25B2F23O10Sn",
  "method": "wB97M-V/def2-TZVPD",
  "species": ["Sn", "B", "F", "F", "F", "F", "B", "F", "F", "F", "F", "C", "C", "O", "C", "O", "C", "F", "F", "F", "H", "H", "H", "H", "H", "C", "C", "O", "C", "O", "C", "F", "F", "F", "H", "H", "H", "H", "H", "C", "C", "O", "C", "O", "C", "F", "F", "F", "H", "H", "H", "H", "H", "C", "C", "O", "C", "O", "C", "F", "F", "F", "H", "H", "H", "H", "H", "C", "C", "O", "C", "O", "C", "F", "F", "F", "H", "H", "H", "H", "H"],
  "positions_angstrom": [[-2.610, 2.324, -1.271], [-1.034, 0.730, -0.139], [-0.301, -0.168, 0.577], [-2.005, 1.251, 0.747], [-0.261, 1.735, -0.649], [-1.675, 0.144, -1.189], [-1.217, 4.688, -1.052], [-0.546, 3.537, -0.528], [-0.718, 5.861, -0.572], [-1.135, 4.633, -2.448], [-2.530, 4.521, -0.794], [-0.817, 0.428, 4.193], [-0.488, 0.226, 2.704], [0.909, 0.056, 2.480], [1.807, 1.012, 2.517], [1.477, 2.178, 2.549], [3.222, 0.518, 2.505], [3.780, 0.827, 3.666], [3.241, -0.838, 2.189], [3.877, 1.092, 1.501], [-0.206, 1.219, 4.627], [-0.752, -0.508, 4.747], [-1.827, 0.836, 4.194], [-1.038, 0.889, 2.036], [-0.930, -0.732, 2.426], [1.549, 0.513, -0.405], [1.350, -1.013, -0.761], [1.878, -1.237, -1.987], [2.029, -2.583, -2.370], [1.708, -3.553, -1.658], [2.490, -2.883, -3.823], [3.569, -3.666, -3.781], [1.449, -3.499, -4.420], [2.737, -1.746, -4.437], [2.605, 0.783, -0.363], [1.262, 0.695, 0.631], [1.182, 1.161, -1.200], [0.295, -1.281, -0.707], [1.760, -1.670, 0.006], [1.515, 3.015, 0.240], [1.321, 3.122, -1.286], [2.150, 2.164, -2.004], [3.219, 2.578, -2.557], [3.772, 3.677, -2.531], [3.901, 1.429, -3.405], [3.061, 0.438, -3.474], [4.245, 1.907, -4.634], [4.956, 1.084, -2.747], [2.559, 2.930, 0.540], [0.982, 2.122, 0.567], [1.081, 3.816, 0.838], [1.451, 4.166, -1.570], [0.301, 2.947, -1.626], [0.422, -2.034, 1.843], [0.829, -3.217, 0.963], [0.012, -3.225, -0.191], [-1.314, -3.567, -0.118], [-1.962, -3.803, 0.880], [-2.005, -3.402, -1.469], [-2.794, -2.290, -1.467], [-1.140, -3.363, -2.512], [-2.797, -4.506, -1.701], [1.253, -1.862, 2.527], [-0.512, -2.122, 2.397], [0.410, -1.177, 1.170], [0.856, -4.117, 1.577], [1.807, -3.061, 0.509], [-3.015, -0.225, 2.622], [-2.507, -1.136, 1.485], [-3.520, -1.429, 0.574], [-4.162, -0.528, -0.259], [-3.901, 0.682, -0.292], [-5.168, -1.078, -1.265], [-5.530, -2.350, -0.959], [-6.149, -0.124, -1.398], [-4.609, -1.257, -2.459], [-2.244, -0.303, 3.388], [-4.019, -0.426, 2.995], [-2.961, 0.808, 2.279], [-2.194, -2.123, 1.826], [-1.686, -0.641, 0.966]],
  "lowdin_charge": [1.971, -1.444, -0.044, 0.029, -0.041, 0.176, -1.381, -0.055, 0.214, 0.136, 0.094, -0.020, -0.229, -0.061, -0.394, 0.149, -0.487, 0.209, 0.136, 0.182, 0.096, 0.108, 0.076, 0.120, 0.046, -0.013, -0.173, 0.053, -0.206, 0.121, -0.550, 0.185, 0.163, 0.178, 0.114, 0.067, 0.089, 0.123, 0.095, -0.028, -0.121, -0.006, -0.383, 0.133, -0.578, 0.179, 0.150, 0.216, 0.108, 0.043, 0.113, 0.148, 0.105, -0.046, -0.156, -0.045, -0.299, 0.152, -0.418, 0.129, 0.169, 0.143, 0.115, 0.093, 0.032, 0.142, 0.109, -0.018, -0.204, 0.053, -0.228, -0.070, -0.482, 0.172, 0.152, 0.168, 0.023, 0.113, 0.094, 0.117, 0.080],
  "e_lumo_ev": -2.048,
  "de_lowest_kcal_mol": 456.96
}